12
Properties=species:S:1:pos:R:3:mulliken_spin:R:1 method="wB97M-V/def2-TZVPD" fmax_ev_per_a=4.7 gap_ev="3.09 / 3.90" relative_energy_ev=1.842 spin_multiplicity=2 charge=+4 lumo_energy_ev="-21.090 / -20.361"
O -0.43690 -0.95854 0.59517 0.331
C 3.00555 -1.04884 -0.32800 0.000
H 3.53104 -1.78199 0.30820 -0.001
H 3.25522 0.01501 -0.15920 -0.001
C -2.35273 -2.52142 0.32191 0.005
O -2.06672 -1.39861 -0.05875 -0.417
O 2.10150 -1.42412 -1.16732 -0.011
Li 0.72205 -0.37580 -1.93190 -0.001
H -3.20398 -3.01981 -0.16414 -0.042
H -1.64702 -3.07736 0.96129 -0.028
Ce -0.78530 2.18206 0.79860 1.053
O -0.08234 0.06250 -0.10329 0.113

19
Properties=species:S:1:pos:R:3:mulliken_spin:R:1 method="wB97M-V/def2-TZVPD" fmax_ev_per_a=3.6 gap_ev="3.92 / 10.10" relative_energy_ev=3.167 spin_multiplicity=2 charge=0 lumo_energy_ev="0.553 / 0.526"
C 0.06773 1.16956 -1.31446 -0.042
O 0.78649 2.41009 -1.39884 -0.661
C 0.11368 0.65076 0.10065 0.738
C -0.94502 -0.18515 0.75024 0.084
C -1.15143 -1.48117 -0.09466 0.045
S 0.37808 -2.48848 0.36752 0.011
N 0.36058 2.00940 1.03509 1.880
H 0.69111 0.45085 -1.89702 0.021
H -0.90192 1.32475 -1.77899 0.122
H 0.48844 2.95271 -2.13567 0.173
H 1.12298 0.15888 0.25555 0.246
H -1.75618 0.57836 0.80229 -0.147
H -0.57175 -0.49770 1.71635 0.049
H -1.06271 -1.30472 -1.16594 -0.024
H -1.99285 -2.10437 0.20078 -0.002
H -0.41583 -3.51247 0.79858 0.001
H 0.16275 1.89438 2.03851 -0.631
H 1.33274 2.29695 0.86247 -0.343
H -0.36240 2.70949 0.74385 -0.519

11
Properties=species:S:1:pos:R:3:mulliken_spin:R:1 method="wB97M-V/def2-TZVPD" fmax_ev_per_a=5.2 gap_ev="4.89 / 7.49" spin_multiplicity=3 charge=-2 lumo_energy_ev="7.474 / 6.975"
N 0.03674 0.27487 -1.62292 0.768
N -1.90036 0.92550 -0.77306 0.789
N -0.62311 0.63572 -0.58083 0.412
O 0.65744 1.06590 1.77143 -0.002
O 2.77660 -0.18336 1.22807 -0.001
O 2.04166 0.28266 3.64336 0.001
P 1.68577 -0.12276 2.26053 0.003
H 0.95048 0.10098 -1.14483 0.007
H 0.83360 -1.38708 2.42206 0.001
H -2.15115 0.88210 -1.74980 0.031
H 0.06799 0.98651 0.83225 -0.008

107
Properties=species:S:1:pos:R:3:mulliken_spin:R:1 method="wB97M-V/def2-TZVPD" fmax_ev_per_a=1.1 gap_ev="5.79 / 6.16" relative_energy_ev=1.039 spin_multiplicity=3 charge=0 lumo_energy_ev="-1.162 / -1.331"
W 0.01175 1.92930 -0.09037 1.280
C -2.73849 -0.57544 0.85821 0.001
Si -2.49562 0.97210 1.90325 0.001
C -3.72464 2.22966 1.20430 0.002
C -3.16990 0.50019 3.59765 0.002
C -0.73984 1.70169 1.98331 0.038
Si 0.34446 0.68616 3.18664 0.000
C 0.03559 -1.17167 3.16332 0.031
C -0.02554 1.15441 4.98449 0.000
C 2.19750 0.97370 3.00343 0.016
Si -0.81336 3.44535 2.64224 0.013
C -2.04885 3.86618 3.99498 0.002
C 0.82151 4.17468 3.20934 0.002
C -1.24660 4.51727 1.13063 0.009
C -1.86177 5.76313 1.18399 -0.012
C -2.01888 6.51525 0.03299 0.010
C -1.54143 6.01128 -1.16630 -0.008
C -0.94506 4.76692 -1.16497 0.002
N -0.81324 4.03649 -0.05282 0.007
H -3.80060 -0.83074 0.94225 0.000
H -2.16584 -1.43455 1.20646 0.005
H -2.50232 -0.43531 -0.19460 -0.001
H -4.62792 1.68757 0.90768 0.000
H -3.35333 2.75485 0.32417 -0.001
H -4.02933 2.97424 1.94141 0.001
H -4.20617 0.17616 3.46242 0.000
H -3.17428 1.33122 4.30308 -0.001
H -2.62505 -0.32925 4.05068 0.000
H 0.16760 -1.55397 4.18009 0.006
H 0.74961 -1.68133 2.51556 -0.006
H -0.96126 -1.45663 2.83571 -0.003
H -1.04487 0.91560 5.28987 0.000
H 0.17203 2.19642 5.23483 -0.001
H 0.64811 0.54994 5.60049 0.000
H 2.50073 1.36922 2.03741 -0.003
H 2.71350 0.02031 3.14512 -0.002
H 2.55332 1.65695 3.77828 0.001
H -1.88981 3.22152 4.86003 0.000
H -3.09197 3.77422 3.69487 0.000
H -1.88030 4.89405 4.32855 0.000
H 1.14162 3.76558 4.16783 0.000
H 0.68496 5.25169 3.34305 0.000
H 1.62296 4.02025 2.48939 -0.003
H -2.21484 6.13639 2.13661 0.000
H -2.49957 7.48441 0.06884 0.000
H -1.62336 6.56601 -2.08984 0.000
H -0.55025 4.33907 -2.07588 0.001
O 0.74680 2.29934 -2.13764 -0.001
C 0.25331 2.04245 -3.23787 -0.029
C -1.10652 1.64315 -3.46454 0.058
C -1.53941 1.47848 -4.78622 0.005
C -2.85085 1.17589 -5.02841 0.006
C -3.77516 1.04314 -3.98393 0.002
C -3.36876 1.20617 -2.68742 -0.003
C -2.01839 1.49741 -2.38864 -0.029
O -1.66865 1.60831 -1.14377 0.051
N -3.29992 0.99386 -6.41044 0.000
O -2.48681 1.17646 -7.29514 0.001
O -4.48436 0.79516 -6.59288 0.001
H 0.89205 2.15811 -4.12462 -0.014
H -0.84792 1.58754 -5.61115 0.000
H -4.80253 0.81038 -4.22437 0.000
H -4.05709 1.10206 -1.85965 0.001
C 3.36171 -1.31290 -3.35478 -0.001
Si 2.15362 -2.70935 -3.02283 0.005
C 0.54725 -2.35721 -3.93176 -0.006
C 2.88167 -4.30576 -3.70316 0.000
Si 1.71663 -2.84949 -0.70606 0.081
Te 0.87451 -0.51472 -0.40736 0.396
Si 3.67343 -3.13115 0.55942 0.001
C 3.33760 -3.21211 2.40249 0.002
C 4.44231 -4.76630 0.03378 0.000
C 4.84757 -1.71495 0.20399 0.005
Si -0.03791 -4.35701 -0.28458 0.001
C -1.57073 -3.82246 -1.22954 -0.001
C 0.54119 -6.03383 -0.91246 0.001
C -0.46847 -4.51315 1.53498 0.006
H 3.45188 -1.15342 -4.43330 0.001
H 4.35729 -1.53873 -2.96907 0.001
H 3.02713 -0.38134 -2.89426 0.004
H 0.75758 -2.17677 -4.99002 0.001
H 0.05118 -1.47431 -3.52230 0.009
H -0.14872 -3.19501 -3.86778 0.001
H 3.02121 -4.20156 -4.78306 0.000
H 2.23098 -5.16512 -3.53597 0.000
H 3.85687 -4.52951 -3.26783 0.000
H 2.61045 -3.98416 2.65885 0.000
H 2.97808 -2.26005 2.79584 0.001
H 4.27304 -3.45250 2.91648 0.000
H 3.86711 -5.61510 0.40973 0.000
H 5.45042 -4.84063 0.45147 0.000
H 4.52317 -4.86690 -1.04910 0.000
H 4.33581 -0.75160 0.25573 0.000
H 5.29603 -1.80638 -0.78675 0.000
H 5.65704 -1.70796 0.93878 0.001
H -1.54747 -4.17388 -2.26220 0.001
H -1.67024 -2.73514 -1.23949 0.004
H -2.46471 -4.23512 -0.75424 0.001
H 0.73072 -6.01909 -1.98690 0.000
H -0.23309 -6.78231 -0.72183 0.000
H 1.45365 -6.36713 -0.41364 0.000
H -1.10262 -3.68743 1.85839 -0.001
H 0.40503 -4.53491 2.18737 0.000
H -1.02636 -5.44187 1.68614 0.000
Se 3.67125 4.69886 -1.04450 0.027
C 2.55894 3.61447 -0.23543 0.072
N 1.80120 2.88653 0.30487 -0.052